22
Properties=species:S:1:pos:R:3:forces:R:3:nbo_charge:R:1 method="wB97M-V/def2-TZVPD" energy_ev=-24229.375 orbital_gap_ev=7.467 total_charge=-1 de_lowest_kcal_mol=42.02
H 2.056064 -0.945864 -1.236445 0.0 0.5 1.9 0.1846
O -3.985674 -0.345798 -0.923456 2.0 -0.7 -1.5 -0.9998
O -2.544113 1.303276 0.225307 0.2 0.8 0.1 -1.1826
H -2.469153 -1.911425 0.904949 0.3 -1.0 0.0 0.4736
H 3.732131 0.707246 -0.362915 2.3 0.7 -1.9 0.1685
H 1.172863 -0.613737 1.660206 0.6 0.0 -0.3 0.3396
C -1.031221 -0.501571 -1.188621 -2.2 0.2 1.3 -1.3069
H 3.222220 0.591043 1.169548 -0.3 0.6 1.6 0.1616
H -1.136666 -1.567321 -1.402645 0.6 0.1 -0.9 0.2071
N 1.905406 1.566244 -0.263561 -0.5 1.4 0.0 -0.5916
H -4.526592 -0.442559 -0.174372 -1.5 -0.1 1.5 0.4752
H 0.317739 -0.673411 0.177042 1.8 -1.5 1.5 0.4253
N 1.180352 -1.145239 0.789561 -0.9 0.8 -3.0 -0.9449
O -2.580118 -0.994063 1.113652 -0.2 0.5 -0.9 -1.0001
H 3.261174 -1.393655 -0.096436 0.4 -1.3 0.9 0.1559
C 0.841869 1.897305 0.256762 1.2 -0.6 0.1 0.6582
H -1.139784 2.069480 0.711035 1.4 0.0 -0.2 0.4702
N -0.100527 2.391187 0.803614 -2.1 0.3 0.3 -0.7526
C 2.864771 0.631130 0.171853 -2.1 -2.7 -0.8 -0.2243
C 2.356029 -0.824886 -0.119589 -1.5 1.4 -0.3 -0.2103
H -0.931365 0.296809 -1.931839 0.2 -0.7 -0.3 0.2363
P -2.465406 -0.094181 -0.283654 0.6 1.0 0.7 2.2569

=====

57
Properties=species:S:1:pos:R:3:forces:R:3:nbo_charge:R:1 method="wB97M-V/def2-TZVPD" energy_ev=-74232.747 orbital_gap_ev=7.959 de_lowest_kcal_mol=19.53
C 3.531454 -0.747143 -2.031778 -0.1 -0.1 0.1 -0.2390
C 4.594980 -1.545759 -4.414137 0.0 0.0 0.0 -0.1966
N -1.371956 -2.017194 1.743400 0.0 -0.1 -0.1 -0.6864
O 1.531147 0.181355 -0.510057 -0.8 0.1 -0.1 -0.9644
B 1.320053 -2.384251 3.475720 -0.2 -0.2 0.0 1.3475
H -1.173558 -2.681085 -1.369641 0.1 0.0 -0.1 0.3790
H -0.774089 -2.444156 2.467354 0.1 0.2 -0.1 0.4479
H 0.400207 2.982628 3.739647 0.0 0.0 0.0 0.2340
H 5.414609 0.427807 -4.536568 0.0 0.0 0.0 0.2199
O 1.943944 -3.897417 -1.810341 0.0 0.0 0.1 -0.6633
S -1.704544 0.124044 -0.540050 0.1 0.5 0.6 -0.0050
Si -2.852328 3.568868 -0.046792 -0.1 -0.1 0.0 1.6180
C -2.922381 2.920945 -1.807807 0.0 0.2 0.1 -1.1175
C 4.284649 0.168210 -2.733878 0.0 0.0 0.0 -0.2066
H -2.893835 -2.724846 0.466037 0.0 0.0 0.0 0.2052
C 4.816388 -0.254106 -3.947250 0.0 0.0 0.0 -0.1960
C -2.109828 -3.134767 1.104609 0.2 0.1 0.0 -0.2364
H 5.025722 -1.845505 -5.360560 0.0 0.0 0.0 0.2188
C 3.314454 -2.037853 -2.474807 0.1 0.0 0.0 -0.1463
H -1.929321 2.785209 -2.236875 0.0 0.0 0.0 0.2515
H -4.477485 3.696045 1.837545 0.0 0.0 0.0 0.2394
N -0.479275 -2.896518 -0.658775 -0.2 0.1 0.2 -0.7575
O 3.701788 -0.244891 0.548322 0.0 0.1 0.0 -0.8963
C -0.047376 2.517095 2.874304 0.1 -0.1 0.0 -0.2558
C 0.306245 1.222462 2.524197 0.3 0.1 0.2 0.0904
F 0.631559 -3.550498 3.002397 0.0 0.2 0.0 -0.5812
C -1.570745 2.601595 0.967890 -0.1 0.2 -0.1 -0.5072
S 2.757356 -0.637496 -0.446711 0.2 -0.7 0.0 2.2935
F 1.421457 -1.485458 2.345234 0.0 -0.2 -0.3 -0.5815
H -3.456455 3.642966 -2.430757 0.0 0.0 0.0 0.2433
C 3.838316 -2.454411 -3.684738 0.0 0.0 0.1 -0.1626
H -1.509280 -4.720957 -0.245582 0.0 0.0 0.0 0.2098
C -4.519290 3.363713 0.798700 0.2 0.0 -0.1 -1.1058
H -2.978906 5.940632 -0.711099 0.0 0.0 0.0 0.2442
H -5.291376 3.946016 0.292844 0.0 0.0 0.0 0.2409
H 1.026770 0.618106 3.060491 0.0 0.1 0.0 0.2602
F 2.542477 -2.698142 3.971387 0.1 0.1 0.0 -0.5291
H -3.455937 1.973540 -1.879305 0.0 0.0 0.0 0.2442
C -1.174584 1.300294 0.712535 0.1 -0.5 0.0 0.1152
C -2.327289 5.371222 -0.045701 -0.1 -0.1 0.0 -1.1106
C -1.071892 -3.874853 0.287127 0.0 0.0 -0.1 -0.2528
C -0.966160 3.189005 2.088717 0.0 0.0 -0.1 -0.1169
H -2.557976 -3.762718 1.875079 0.0 -0.1 -0.1 0.2218
Rh -0.104108 -1.109880 0.454614 0.3 0.1 0.7 0.9963
H -4.830838 2.318071 0.794706 0.0 0.0 0.0 0.2405
N 2.190851 -2.136142 -0.378128 0.8 0.0 0.2 -0.9418
H 0.334449 -3.320317 -1.127627 0.0 0.0 0.1 0.4494
H 3.661165 -3.462262 -4.034953 0.0 0.0 0.0 0.2366
H -0.274011 -4.237841 0.935020 0.0 0.0 0.0 0.2511
C 2.452252 -2.815633 -1.509880 -0.1 0.1 -0.3 0.6340
H 4.457364 1.166859 -2.357443 0.0 0.0 0.0 0.2333
H -1.980576 -1.348917 2.207885 -0.1 0.0 -0.1 0.4061
H -1.303011 5.488909 -0.401919 0.0 0.0 0.0 0.2456
F 0.478792 -1.737815 4.389744 -0.1 0.0 0.1 -0.5707
N -0.250029 0.658573 1.468843 -0.7 -0.2 -0.8 -0.4455
H -2.396738 5.826681 0.943316 0.0 0.0 0.0 0.2368
H -1.223279 4.207987 2.355491 0.0 0.0 0.0 0.2183

=====

155
Properties=species:S:1:pos:R:3:forces:R:3:lowdin_charge:R:1 method="wB97M-V/def2-TZVPD" energy_ev=-88350.624 orbital_gap_ev=8.386 de_lowest_kcal_mol=0.00
H -2.379193 1.290546 -1.028091 0.1 -0.3 0.1 0.0737
O -1.321990 -2.412178 6.192990 -0.3 -0.2 0.6 -0.0679
O 5.543481 -0.165240 -3.626500 -0.3 0.4 0.4 -0.0638
O -1.796440 0.443507 2.436644 0.2 0.1 -0.1 -0.2002
H -0.470715 1.566257 -4.755158 0.0 0.0 -0.1 0.0241
O -3.522235 -3.464078 2.715543 0.0 0.6 0.2 -0.0722
H 0.603817 3.907202 9.387803 0.7 -0.2 0.0 0.0865
H -4.633295 2.999265 4.929239 -0.1 0.0 0.1 0.0798
H 1.477556 -1.021615 -5.548445 -0.1 0.1 0.0 0.1237
H 0.086952 1.083027 1.764142 0.1 -0.4 0.5 0.1152
H -0.818160 2.694735 0.090364 0.7 -0.2 0.6 0.1101
H 1.229901 3.362088 3.002080 0.0 0.4 0.1 0.0867
H 3.320915 2.124802 -0.045331 0.2 0.0 -0.5 0.0708
H -2.572099 2.513827 -2.924810 0.0 -0.5 -0.3 0.0612
H 1.952926 -0.898959 -8.230233 0.0 0.2 -0.1 0.1253
H -1.990542 6.178334 1.427868 0.2 0.1 -0.2 0.1286
H -0.904348 -2.602768 7.041194 0.1 0.1 0.0 0.0897
H -3.101904 -3.490698 6.653039 0.5 -0.3 0.6 0.1300
O -1.049155 -4.467296 -1.967527 0.1 -0.8 -0.2 -0.1825
O -3.412359 5.009314 0.621168 -0.2 -1.0 0.4 -0.0551
H 4.553299 -4.711316 -4.599373 0.2 -0.3 -0.5 0.1234
H 0.026172 1.752399 -2.006862 0.1 -0.2 -0.5 0.1188
C 1.842205 -0.232449 -6.197850 1.8 1.7 0.8 -0.2083
H -2.580670 -3.040352 -2.207593 0.2 0.1 -0.2 0.0923
C -4.067137 -2.153111 2.504987 -1.7 -0.5 0.0 -0.2298
C 5.659258 0.456287 -4.893378 0.6 -2.2 -0.4 -0.2570
C 0.860477 -3.079963 -1.375690 1.5 -1.0 -0.6 -0.2045
C -5.078663 0.340336 -2.573374 1.6 -0.1 0.8 -0.2132
C 1.127418 3.944864 5.028239 -0.4 -0.2 -0.4 -0.1977
H -1.145069 -4.754219 2.566864 0.2 0.1 0.4 0.0860
H 3.010260 -1.756871 -7.219072 0.2 0.2 0.6 0.1017
H -1.453250 2.599774 -5.300053 0.0 -0.1 0.0 0.0526
C 3.361433 3.179474 0.220689 0.0 -0.1 1.2 -0.0783
H -0.720970 6.490831 -0.688411 0.2 -0.3 0.4 0.1218
C -0.933238 1.435754 1.961816 0.2 1.2 -0.7 -0.1997
H -4.017045 1.021297 3.978643 0.1 0.0 -0.4 0.1013
C 2.467582 -3.721580 0.430872 -2.0 -0.6 -1.4 -0.1708
C 6.904530 1.302339 -5.070178 -0.5 1.0 0.5 -0.2484
C 0.401601 0.820743 -1.564875 -0.3 -0.2 2.0 -0.2013
O -3.249985 2.039542 -2.424377 -1.1 1.0 0.3 -0.1011
H 2.370181 -3.048779 2.408317 -0.1 0.0 0.2 0.1190
C -2.259565 -3.467694 5.955627 0.5 0.9 -0.9 -0.2207
H -1.729948 -3.033106 -0.647208 -0.1 0.1 -0.1 0.0359
C 3.400609 2.420342 2.495974 0.3 0.1 1.0 -0.2362
H -5.620089 1.040477 -1.930948 0.0 0.2 -0.2 0.1258
H 0.943952 -4.833316 -0.501162 0.5 -0.3 0.5 0.1015
H 2.904606 -3.573944 -3.606717 0.1 -0.1 0.0 0.0666
O 1.039775 -0.079513 -2.407850 0.4 -1.0 -0.5 -0.1763
H 2.302150 1.219700 -3.326077 -0.1 0.2 -0.1 0.0912
C 1.634034 -3.263869 1.619199 1.2 -0.3 1.1 -0.2276
H 3.101520 -2.920014 0.051796 0.4 -0.1 0.3 0.1164
H 0.197358 4.477000 4.810260 0.0 -0.1 -0.5 0.1188
C -2.069748 5.421974 0.639935 0.1 1.4 -0.8 -0.2402
C -1.328907 -0.183180 3.596781 0.9 -1.9 -0.3 -0.0924
H -1.198159 -0.755476 -1.302118 0.2 0.4 -0.9 0.1119
H 1.197261 2.091283 6.388288 1.1 0.4 -0.2 0.1161
C -0.537751 -3.907747 2.254477 0.2 0.1 -0.6 -0.0961
C -4.988256 1.501172 3.810620 0.2 -0.1 -0.6 -0.2423
H 4.491198 2.393545 2.395713 0.0 -0.1 0.0 0.1212
H 3.157281 0.468659 -2.072366 -0.7 -0.4 1.2 0.0833
H 2.996704 -4.643480 0.664548 0.5 0.4 0.5 0.1156
H -2.347964 2.577910 0.804762 -0.1 -0.5 -0.2 0.0906
H -4.260351 -0.524185 -1.001682 -0.2 0.2 0.0 0.0425
H -3.151512 0.188706 1.157715 0.2 -0.6 -0.1 0.0436
H -5.719710 0.062958 -3.406975 -0.1 -0.5 0.2 0.1118
O 2.853920 3.300463 1.548027 -0.5 0.3 -0.4 -0.2236
O 8.161684 0.767817 -4.663239 -0.8 -0.6 -0.4 -0.0530
H 3.564868 3.961332 3.869720 -0.1 0.2 0.6 0.1169
H 3.444561 2.352506 4.658859 -0.2 0.0 0.2 0.1207
H -2.771500 -1.990091 0.854697 0.2 0.2 0.0 0.0992
H -4.407356 -2.249090 0.360117 -0.4 0.2 0.1 0.1225
N -1.826017 0.881394 -0.273840 -0.1 0.8 -0.4 -0.0586
H -0.565150 -3.052018 2.933937 -0.3 -0.2 0.3 0.0781
N 1.591865 3.138405 3.913574 0.3 -0.4 0.9 -0.0591
C -4.877123 2.387416 2.562230 0.1 -0.1 0.3 -0.2068
O 0.806396 -4.325771 2.075571 -0.2 0.2 -0.3 -0.1782
C -1.565589 -4.807601 5.759276 -1.4 -0.4 -0.5 -0.2406
C 2.345374 0.265831 -2.778951 1.0 1.8 -1.4 -0.1262
C -3.849490 1.012231 -3.200875 0.3 -0.1 -1.1 -0.2330
H -5.693187 3.113804 2.484665 -0.1 0.0 0.4 0.1195
H -0.243817 -3.023606 -3.211533 -0.2 0.1 0.0 0.1180
C -0.729160 0.096957 -0.798534 -0.7 -0.9 0.8 -0.1719
H 1.814824 4.765499 5.256379 0.4 -0.3 0.4 0.1160
H -0.916181 2.231012 2.715836 0.3 0.2 -0.2 0.1193
H 6.946882 1.521090 -6.141121 -0.1 0.6 0.1 0.1202
H -1.301456 0.362681 4.541295 -0.6 0.4 -0.2 0.0980
H 3.358272 0.795094 -8.260138 0.4 0.1 -0.1 0.0843
H 4.718760 -3.332196 -5.735824 0.1 -0.3 -0.3 0.1154
H 2.453548 -4.017753 -6.801795 0.1 0.3 0.2 0.1072
H -5.699242 0.682217 3.690649 -0.4 0.3 0.2 0.1182
H -3.852278 5.248284 -0.200298 0.2 0.1 -0.1 0.0962
O -5.285235 2.287057 4.946721 -0.2 0.1 0.2 -0.0631
H 6.724468 2.170115 -4.431243 0.5 0.3 -0.4 0.1215
H 1.087559 -2.321770 1.529252 -0.2 -0.1 -0.6 0.1051
O 3.642787 -5.728457 -6.799808 -0.8 0.4 0.2 -0.0760
C 3.038222 2.998221 3.880897 0.0 0.0 -1.9 -0.1986
H -1.152863 -6.371229 6.796563 0.0 0.0 0.3 0.0854
C 0.518692 3.216770 8.550173 -1.5 0.4 -0.1 -0.1192
H 2.617537 0.388925 -5.728437 0.2 -0.9 0.9 0.0950
H -0.308401 -0.574677 3.455616 0.2 0.5 -0.2 0.0904
H -2.872987 -4.298477 -1.035818 0.2 -0.3 -0.1 0.0980
H 4.382521 3.568235 0.215841 0.1 -0.2 -0.3 0.0902
C 2.636926 -0.746152 -7.382393 -1.2 -0.9 -1.3 -0.2326
H 2.863657 -0.381371 -3.486340 -0.9 -0.8 0.1 0.0592
C 4.020219 -3.966043 -5.191921 -0.8 0.3 0.5 -0.2200
H 2.895450 -6.318974 -6.944625 0.5 -0.4 -0.4 0.0796
O 0.826028 0.778357 -6.357128 -0.6 -0.8 -0.9 -0.0762
O -1.086608 2.260411 -4.477049 0.0 0.1 0.0 -0.0493
H 2.251143 -5.146679 -5.424175 -0.2 0.4 0.1 0.1149
O -4.705919 -0.806869 -1.820039 -0.3 -0.2 -0.2 -0.0850
H 6.145760 -0.907751 -3.544338 0.1 0.1 -0.2 0.0886
O 3.749623 0.050110 -7.791548 -0.7 0.2 0.3 -0.0595
H -4.925462 1.829849 1.624764 0.5 -0.3 0.1 0.1029
C 0.738565 3.075908 6.227779 -0.4 0.1 -0.3 -0.2388
N 1.655216 -4.146376 -0.738754 -0.4 0.7 0.0 -0.0612
H -2.772548 -3.115723 5.055264 0.5 -0.3 -0.2 0.0812
H 5.708094 -0.324216 -5.669021 -0.2 -0.1 0.0 0.1114
H -2.268640 7.417190 -1.958341 0.4 -0.2 -0.1 0.0872
O 0.821124 3.913308 7.361742 0.0 -0.7 0.2 -0.1830
O -1.594211 -5.536303 6.984147 0.4 0.1 -0.2 -0.0628
C -1.667255 5.941699 -0.732614 1.2 0.9 -0.2 -0.2383
H 0.236133 -2.505287 -0.687144 -0.4 -0.2 -0.1 0.0780
H -0.567589 -4.757405 5.318423 0.1 0.6 0.3 0.1218
H -3.720554 -3.652374 3.638575 0.0 -0.4 -0.2 0.0560
H 1.052554 2.268946 8.644807 0.4 0.2 0.2 0.0851
C 0.087210 -3.789886 -2.495908 -1.4 1.9 0.3 -0.1931
H -5.159690 -2.198878 2.613497 -0.1 -0.2 0.0 0.1230
O 3.418726 -3.073726 -4.252001 -0.4 0.3 -0.3 -0.0912
H -1.462573 5.084717 -1.383165 -0.5 0.0 -0.3 0.1129
C -1.457161 1.969189 0.616852 -0.7 0.2 0.1 -0.1781
H -3.257919 3.475773 2.023125 -0.8 0.2 -0.1 0.0270
H -1.326107 4.643615 0.841956 -0.5 -0.3 0.3 0.0974
H -2.989677 0.371579 -3.424969 -0.7 -0.9 0.0 0.1167
H 1.191532 1.457904 -6.932788 -0.1 0.1 0.1 0.0873
H -0.554676 2.973850 8.566560 0.0 -0.2 -0.2 0.0867
O -2.613233 6.861948 -1.259414 -1.0 -0.6 0.5 -0.0573
H -0.966891 -3.581580 1.300112 0.0 0.1 0.0 0.0660
H 1.552108 -2.335825 -1.780092 -0.1 -0.1 -0.2 0.1010
H -0.377574 -0.441328 0.093024 0.8 0.2 -0.1 0.1067
H 2.737120 3.789161 -0.427017 -0.1 -0.1 0.0 0.0872
C 2.973826 -4.662544 -6.089655 1.1 -0.5 0.5 -0.2217
H -0.271541 2.712385 5.974672 -0.4 0.5 0.5 0.1145
H 8.396638 0.154158 -5.369963 0.3 -0.1 0.3 0.0861
O -3.974549 -0.292782 0.977428 -1.4 -0.9 -0.5 -0.1056
O -3.649213 3.067961 2.801371 0.5 0.1 0.2 -0.0890
H 0.639312 -4.507723 -3.096291 0.4 -0.2 0.5 0.1114
H 4.712242 0.960766 -5.078212 0.3 0.6 0.0 0.1041
H 1.105523 1.098390 -0.767784 0.2 0.4 -0.2 0.1115
H -4.236398 1.296642 -4.190566 0.4 1.0 0.1 0.1099
H -3.799784 -1.433613 3.282547 0.7 0.1 -0.4 0.0968
C -3.804563 -1.707582 1.085522 1.6 0.8 0.6 -0.2106
H -1.857915 -1.137585 3.649217 -0.4 0.4 0.6 0.0616
H -2.148246 -5.344665 4.996151 -0.1 -0.2 0.1 0.1113
C -2.089804 -3.669839 -1.458149 0.0 0.4 0.2 -0.1106
H 2.999872 1.401365 2.437512 -0.1 0.0 -0.4 0.1196